Entry 1:
The following is a DFT calculation (wB97M-V/def2-TZVPD) of 2 unconnected molecules or ions with the total composition C5H14O at a distorted geometry.

Summary:
ΔE to the lowest compared entry with this formula, charge and spin ... 190.8 kJ/mol
HOMO energy ... -10.38 eV
Kohn-Sham gap ... 11.255 eV
Max |F| ... 4.61 eV/Å
DFT total energy ... -274.06937 a.u.
LUMO energy ... 0.9 eV
SMILES ... CCC(C)C.O
Spin multiplicity ... 1

Structure (XYZ):
```
20
Properties=species:S:1:pos:R:3:forces:R:3:mulliken_charge:R:1
O 1.501 2.695 0.523 -1.11 -1.00 0.97 -0.627
C 1.482 -0.717 0.412 1.23 -2.54 -2.50 -1.385
C -0.461 -0.048 -1.019 -1.74 2.44 3.50 -0.856
C -1.672 0.944 -1.010 -0.23 -2.27 -0.24 -1.169
C -0.860 -1.786 0.851 0.51 -0.23 -3.13 -1.335
C -0.059 -0.540 0.409 0.19 1.68 0.58 0.782
H -1.356 1.852 -0.557 0.33 0.99 0.11 0.348
H 1.969 -1.320 -0.615 -2.09 1.09 2.46 0.250
H -0.602 -2.101 1.826 0.45 -0.43 1.01 0.439
H 1.875 -1.440 1.223 -0.27 2.03 -0.80 0.295
H -0.648 -0.934 -1.441 -0.98 -3.10 -2.63 0.528
H 0.272 0.488 -1.505 2.18 0.69 -0.92 0.444
H -1.905 -1.418 0.895 0.25 -0.97 -0.38 0.296
H -2.051 1.097 -2.058 0.08 -0.06 1.23 0.339
H 1.717 1.863 0.993 -0.12 0.78 -0.38 0.348
H -0.419 0.324 1.127 1.21 -1.46 -0.93 0.142
H -2.419 0.510 -0.308 -0.09 0.39 -0.87 0.259
H 2.293 2.979 0.110 1.18 0.35 -0.53 0.304
H 1.956 0.235 0.092 0.13 -0.47 1.42 0.334
H -0.614 -2.683 0.053 -1.10 2.10 2.04 0.265
```
Forces are in eV/Å.

Entry 2:
The following is a DFT calculation (wB97M-V/def2-TZVPD) of 2 unconnected molecules or ions with the total composition C5H14O at a distorted geometry.

Summary:
ΔE to the lowest compared entry with this formula, charge and spin ... 61.2 kJ/mol
HOMO energy ... -10.68 eV
Kohn-Sham gap ... 11.752 eV
Max |F| ... 1.67 eV/Å
DFT total energy ... -274.11875 a.u.
LUMO energy ... 1.1 eV
SMILES ... CCCCC.O
Spin multiplicity ... 1

Structure (XYZ):
```
20
Properties=species:S:1:pos:R:3:forces:R:3:mulliken_charge:R:1
O 2.899 5.741 0.736 -0.26 0.45 0.53 -0.644
C -0.645 -1.492 -1.638 -0.18 -0.13 -0.45 -0.434
C -0.139 -1.828 0.879 -0.45 0.28 -0.61 -0.333
C -0.741 -0.063 -2.203 -0.68 -0.86 -1.26 -1.125
C -1.200 -1.660 -0.216 -0.16 -0.79 -0.01 -0.769
C -0.780 -1.967 2.249 0.75 -0.47 0.35 -1.216
H 0.411 -2.720 0.572 0.29 0.08 0.31 0.293
H -1.753 -2.424 2.193 -0.51 -0.08 -0.08 0.353
H -1.763 -2.600 -0.193 -0.11 0.01 -0.01 0.299
H -1.176 -2.179 -2.305 -0.20 0.14 0.07 0.321
H 2.471 6.234 1.463 0.31 -0.39 -0.54 0.323
H 0.378 -1.875 -1.702 0.07 0.24 0.28 0.379
H -1.949 -0.903 0.036 0.24 0.23 -0.06 0.378
H 0.212 0.331 -2.498 0.58 0.64 0.63 0.269
H -0.847 -1.010 2.730 -0.37 0.59 0.18 0.304
H 0.519 -0.960 0.854 0.30 -0.12 0.05 0.289
H -1.361 0.536 -1.564 0.31 0.73 0.50 0.362
H -1.273 -0.014 -3.172 -0.04 -0.46 0.33 0.290
H 3.550 6.357 0.381 -0.05 -0.06 0.02 0.321
H -0.205 -2.582 2.949 0.15 -0.02 -0.22 0.339
```
Forces are in eV/Å.

Entry 3:
The following is a DFT calculation (wB97M-V/def2-TZVPD) of 2 unconnected molecules or ions with the total composition C5H14O at a distorted geometry.

Summary:
ΔE to the lowest compared entry with this formula, charge and spin ... 43.8 kJ/mol
HOMO energy ... -11.18 eV
Kohn-Sham gap ... 12.133 eV
Max |F| ... 1.44 eV/Å
DFT total energy ... -274.12537 a.u.
LUMO energy ... 1.0 eV
SMILES ... CCCCC.O
Spin multiplicity ... 1

Structure (XYZ):
```
20
Properties=species:S:1:pos:R:3:forces:R:3:mulliken_charge:R:1
O 0.365 -2.868 -0.184 0.49 0.93 0.23 -0.663
C 0.542 0.572 1.025 0.39 -0.27 0.75 -0.215
C -0.371 1.365 0.108 -0.09 0.20 -0.37 -0.712
C -0.161 -0.187 2.144 -0.93 -0.72 0.50 -1.302
C 0.310 0.190 -2.083 0.21 0.46 0.38 -1.178
C -0.824 0.594 -1.143 1.00 -0.35 0.98 -0.430
H 1.158 -2.481 0.227 -0.17 -0.63 -0.06 0.357
H -1.327 -0.304 -0.768 -0.27 -0.01 -0.26 0.278
H 0.340 -1.118 2.426 0.31 0.26 0.09 0.329
H -0.319 0.399 3.040 0.39 0.35 0.29 0.389
H 0.098 2.308 -0.190 0.08 -0.07 -0.08 0.389
H -1.529 1.192 -1.694 -0.44 0.15 -0.19 0.343
H 1.156 -0.149 0.508 0.02 -0.30 -0.80 0.128
H 0.890 1.055 -2.413 0.01 0.01 0.12 0.341
H -1.267 1.643 0.662 -0.06 0.11 0.14 0.353
H -0.133 -0.233 -2.942 -0.46 -0.49 -1.24 0.376
H -0.074 -2.042 -0.434 -0.33 -0.36 -0.15 0.262
H 1.330 1.179 1.480 -0.30 0.37 0.05 0.295
H -1.189 -0.539 1.967 0.17 0.20 -0.78 0.325
H 1.006 -0.574 -1.737 -0.02 0.15 0.41 0.335
```
Forces are in eV/Å.

Entry 4:
The following is a DFT calculation (wB97M-V/def2-TZVPD) of 2 unconnected molecules or ions with the total composition C5H14O at a distorted geometry.

Summary:
Charge ... +1
ΔE to the lowest compared entry with this formula, charge and spin ... 101.9 kJ/mol
HOMO energy (alpha / beta) ... -14.00 / -14.00 eV
Kohn-Sham gap (alpha / beta) ... 10.908 / 3.690 eV
Max |F| ... 2.32 eV/Å
DFT total energy ... -273.71877 a.u.
LUMO energy (alpha / beta) ... -3.1 / -10.3 eV
Spin multiplicity ... 2

Structure (XYZ):
```
20
Properties=species:S:1:pos:R:3:forces:R:3:mulliken_charge:R:1
O 3.029 -2.787 -2.201 0.84 0.39 0.73 -0.644
C 0.662 -0.438 2.251 1.48 1.38 1.12 -1.267
C -1.547 0.408 -1.423 -1.09 -0.49 -0.29 -0.931
C -1.560 1.391 -0.259 1.61 0.30 -0.24 -0.370
C -0.457 1.351 0.758 0.64 -1.35 -1.41 -0.280
C 0.404 0.064 0.831 -1.17 -0.91 0.16 -0.400
H -0.978 1.221 1.742 -0.30 0.54 0.26 0.241
H -2.524 1.122 0.244 -0.71 -0.24 0.06 0.341
H 0.172 2.242 0.795 -0.44 0.32 0.38 0.413
H -0.068 -0.086 2.979 -0.53 -0.52 -0.19 0.335
H 2.215 -2.979 -2.652 -0.10 0.01 -0.74 0.315
H -0.103 -0.787 0.373 -0.22 0.32 -0.40 0.291
H -0.668 -0.209 -1.526 0.44 0.15 0.16 0.330
H 0.848 -1.502 2.340 -0.29 -0.10 -0.21 0.346
H -1.824 2.406 -0.587 0.00 0.16 0.38 0.504
H 1.338 0.191 0.284 0.20 0.31 -0.08 0.411
H -2.389 -0.311 -1.509 0.13 0.18 0.27 0.373
H -1.795 1.020 -2.319 0.22 0.14 0.26 0.321
H 3.686 -2.368 -2.783 -0.77 -0.39 0.00 0.331
H 1.558 0.051 2.662 0.06 -0.21 -0.23 0.340
```
Forces are in eV/Å.

Entry 5:
The following is a DFT calculation (wB97M-V/def2-TZVPD) of 4 unconnected molecules or ions with the total composition C5H14O3 at a distorted geometry.

Summary:
ΔE to the lowest compared entry with this formula, charge and spin ... 273.6 kJ/mol
HOMO energy ... -9.04 eV
Kohn-Sham gap ... 9.782 eV
Max |F| ... 5.08 eV/Å
DFT total energy ... -424.50202 a.u.
LUMO energy ... 0.7 eV
SMILES ... C=C/C=C/C.O.O.O
Spin multiplicity ... 1

Structure (XYZ):
```
22
Properties=species:S:1:pos:R:3:forces:R:3:mulliken_charge:R:1
O 1.435 -2.781 3.990 0.09 -0.77 -0.25 -0.626
O -0.687 2.094 -3.488 2.52 2.39 -0.48 -0.628
O -4.687 -1.564 -0.414 -3.82 3.34 0.30 -0.642
C 0.688 2.086 -0.197 2.33 -1.86 1.44 -0.473
C -0.394 2.092 0.529 -3.67 -0.42 2.18 -0.608
C 1.967 -1.666 -0.285 0.30 -0.91 -1.72 -1.012
C 1.320 -0.324 -0.359 -1.88 1.94 -1.62 -0.036
C 1.617 0.907 0.121 1.33 -0.27 -1.47 -0.181
H -1.146 2.867 0.536 0.14 0.62 -0.58 0.272
H 1.076 2.920 -0.781 -0.35 -0.11 0.03 0.521
H 2.632 1.157 0.560 -1.34 -0.41 -0.24 0.295
H -0.837 1.312 1.294 1.87 0.98 -1.79 0.199
H 3.013 -1.778 -0.611 0.28 0.93 1.26 0.318
H -5.642 -1.134 -0.177 2.87 -2.35 -0.29 0.330
H 0.104 2.322 -2.903 -1.63 -0.90 -0.58 0.305
H -4.461 -0.714 -0.858 0.95 -0.99 -0.01 0.312
H 1.710 -2.084 0.670 0.46 -0.60 0.44 0.198
H 1.205 -2.030 4.522 -0.17 0.61 0.38 0.311
H 1.134 -3.545 4.500 0.08 0.17 -0.16 0.319
H 0.348 -0.243 -1.000 1.56 -0.65 1.28 0.207
H 1.657 -2.384 -1.094 -1.01 0.79 0.82 0.292
H -0.467 2.777 -4.203 -0.93 -1.53 1.07 0.327
```
Forces are in eV/Å.

Entry 6:
The following is a DFT calculation (wB97M-V/def2-TZVPD) of 4 unconnected molecules or ions with the total composition C5H14O3 at a distorted geometry.

Summary:
ΔE to the lowest compared entry with this formula, charge and spin ... 105.0 kJ/mol
HOMO energy ... -9.30 eV
Kohn-Sham gap ... 9.768 eV
Max |F| ... 1.38 eV/Å
DFT total energy ... -424.56622 a.u.
LUMO energy ... 0.5 eV
SMILES ... C=CC(=C)C.O.O.O
Spin multiplicity ... 1

Structure (XYZ):
```
22
Properties=species:S:1:pos:R:3:forces:R:3:mulliken_charge:R:1
O -4.069 -0.367 -0.709 0.01 -0.25 -0.12 -0.640
O -1.673 -2.171 0.427 -0.42 -0.21 -0.23 -0.611
O 3.173 -0.467 2.827 0.02 -0.38 0.03 -0.650
C 0.143 0.281 0.400 -0.92 0.55 -0.24 -0.532
C 1.229 1.931 -1.073 0.15 -1.10 0.56 -1.033
C -0.917 0.959 0.845 -0.40 -0.62 0.12 -1.056
C 1.586 -0.482 -1.505 0.01 -0.98 0.97 -1.319
C 0.953 0.660 -0.755 0.78 0.11 -0.83 0.912
H -2.395 -2.639 -0.011 -0.03 -0.23 0.27 0.328
H -3.254 -0.313 -0.199 -0.09 0.17 0.15 0.350
H 1.846 -1.231 -0.744 0.38 0.10 -0.09 0.313
H 3.183 0.484 2.748 0.02 0.42 -0.03 0.318
H 0.298 -0.683 0.860 0.57 -0.07 0.24 0.661
H 2.480 -0.286 -2.088 -0.06 0.43 -0.01 0.386
H -1.429 0.568 1.717 -0.08 0.11 -0.02 0.352
H 1.939 2.103 -1.868 -0.21 0.45 -0.10 0.321
H 0.887 2.693 -0.401 -0.05 0.61 -0.13 0.323
H -1.447 -1.519 -0.237 0.36 0.33 -0.12 0.257
H 0.903 -1.063 -2.106 -0.52 0.17 -0.50 0.313
H 2.401 -0.742 2.325 -0.06 -0.03 -0.01 0.343
H -4.424 0.523 -0.767 0.09 0.08 0.06 0.310
H -1.414 1.762 0.316 0.44 0.35 0.04 0.354
```
Forces are in eV/Å.